--- one ---
Molecular formula: CH3OPS
Method: DFT, ωB97M-V/def2-TZVPD

Last column: Mulliken charge in e.
Geometry (Å):
C 0.772 -0.018 0.009  -0.553
O -0.132 -1.095 -0.022  -0.126
P -1.647 -1.108 0.048  0.314
S -1.976 1.350 0.214  -0.472
H 0.331 1.006 0.361  0.228
H 0.980 0.156 -1.023  0.320
H 1.672 -0.292 0.413  0.290

The value obtained for the HOMO-LUMO gap (alpha / beta) is 7.04 / 6.60 eV.



--- two ---
Molecular formula: CH3OPS
Method: DFT, ωB97M-V/def2-TZVPD

Last column: Mulliken charge in e.
Geometry (Å):
O -1.634 1.131 -0.389  -0.576
P -0.552 0.577 0.401  0.477
C 0.631 -0.444 -0.376  -0.526
S -0.920 -1.390 0.117  -0.172
H 0.122 1.302 1.360  0.129
H 0.968 -0.302 -1.330  0.376
H 1.385 -0.875 0.218  0.290

The value obtained for the HOMO-LUMO gap is 9.45 eV.



--- three ---
Molecular formula: CH3OPS
Method: DFT, ωB97M-V/def2-TZVPD

Last column: Mulliken charge in e.
Geometry (Å):
C -1.025 0.796 -0.247  -0.273
O 0.787 -1.245 0.356  -0.445
P 1.451 0.052 -0.405  0.196
S -2.131 -0.350 -0.087  -0.194
H -0.970 1.840 -0.210  0.340
H 0.355 -1.878 -0.186  0.327
H 1.534 0.784 0.779  0.049

The value obtained for the HOMO-LUMO gap is 7.45 eV.



What are the relative energies? In kJ/mol: one 112.1; two 0.0; three 158.9.



--- one ---
Molecular formula: C7H25NO4
Method: DFT, ωB97M-V/def2-TZVPD

Last column: Mulliken charge in e.
Geometry (Å):
C -3.181 1.426 0.401  -1.243
C -1.942 0.453 0.296  -0.631
C -0.916 0.921 -0.740  0.527
C 0.155 1.858 -0.304  -0.266
C 1.120 1.404 0.820  -1.051
N 1.976 0.286 0.341  -0.084
C 3.115 0.833 -0.475  -1.135
C 2.482 -0.372 1.627  -1.166
H -2.772 2.361 0.730  0.290
H -3.410 1.467 -0.657  0.322
H -3.867 0.915 1.023  0.398
H -1.441 0.184 1.246  0.193
H -2.063 -0.586 0.123  0.538
H -0.629 -0.018 -1.192  -0.993
H -1.656 1.223 -1.456  0.674
H 0.725 2.098 -1.253  0.053
H -0.471 2.739 0.189  0.236
H 0.673 1.116 1.709  0.772
H 1.771 2.254 1.171  0.465
H 2.983 1.385 -1.373  0.307
H 3.733 0.003 -0.678  0.308
H 3.480 1.524 0.374  0.497
H 3.438 -0.790 1.564  0.369
H 1.751 -0.998 1.881  0.330
H 2.643 0.347 2.378  0.442
O -1.613 -1.297 3.185  -0.663
H -0.866 -1.419 2.506  0.328
H -2.501 -1.500 2.573  0.351
O -0.006 -3.513 -0.991  -0.639
H 0.138 -2.656 -1.439  0.356
H -0.876 -3.742 -1.328  0.264
O -1.959 -1.558 -2.048  -0.637
H -2.356 -2.420 -1.672  0.295
H -1.060 -1.531 -2.006  0.212
O 1.045 -1.112 -2.124  -0.630
H 1.258 -0.840 -2.945  0.195
H 1.102 -0.446 -1.458  0.416

The value obtained for the HOMO-LUMO gap is 9.64 eV.



--- two ---
Molecular formula: C7H25NO4
Method: DFT, ωB97M-V/def2-TZVPD

Last column: Mulliken charge in e.
Geometry (Å):
C -2.678 -0.311 -0.716  -0.827
C -1.611 -1.295 -0.263  -0.265
C -0.691 -0.481 0.773  -0.738
N 0.561 -0.308 -0.041  0.597
C 0.649 1.028 -0.784  -1.323
C 1.847 -0.620 0.699  0.231
C 2.033 0.048 2.101  -1.451
C 2.115 -2.134 0.921  -1.537
H -2.225 0.346 -1.420  0.265
H -3.510 -0.883 -1.191  0.327
H -3.034 0.484 -0.012  0.103
H -2.150 -2.115 0.203  0.345
H -0.952 -1.758 -0.939  0.162
H -1.060 0.479 1.168  0.245
H -0.493 -1.177 1.586  0.365
H 0.188 1.808 -0.168  0.270
H -0.057 1.103 -1.665  0.311
H 1.621 1.279 -1.119  0.487
H 2.559 -0.379 -0.108  0.329
H 1.775 1.096 2.038  0.412
H 3.118 0.121 2.389  0.415
H 1.554 -0.517 2.897  0.317
H 3.104 -2.239 1.488  0.398
H 2.351 -2.585 0.018  0.410
H 1.383 -2.695 1.387  0.363
O -2.169 4.162 0.668  -0.632
H -2.142 3.568 1.336  0.389
H -3.098 3.966 0.310  0.303
O 2.744 0.157 -4.040  -0.672
H 2.205 -0.649 -4.329  0.355
H 2.034 0.304 -3.329  0.299
O 0.692 -1.709 -2.853  -0.716
H 0.590 -1.173 -2.065  0.224
H 1.081 -2.586 -2.464  0.349
O -2.914 2.230 2.485  -0.701
H -2.839 1.580 1.744  0.277
H -2.583 1.856 3.297  0.312

The value obtained for the HOMO-LUMO gap is 9.25 eV.



What are the relative energies? In kJ/mol: one 138.4; two 0.0.



--- one ---
Molecular formula: C7H17N2
Method: DFT, ωB97M-V/def2-TZVPD

Last column: Mulliken charge in e.
Geometry (Å):
C 2.544 -0.866 0.610  -0.226
N 1.598 -0.631 -0.157  -0.871
N 0.641 0.406 -0.128  1.099
C 0.826 1.142 -1.395  -0.577
C 0.813 1.333 1.006  -1.120
C -0.816 -0.333 -0.120  1.097
C -1.300 -1.004 -1.398  -1.639
C -0.724 -1.449 0.969  -1.635
C -1.838 0.807 0.282  -1.472
H 3.173 -1.701 0.287  0.313
H 2.775 -0.257 1.562  0.195
H 1.828 0.772 -1.818  0.269
H -0.055 0.847 -2.057  0.235
H 0.736 2.193 -1.229  0.315
H 0.306 0.769 1.854  0.339
H 1.815 1.405 1.170  0.544
H 0.264 2.275 0.880  0.355
H -1.616 -0.356 -2.242  0.451
H -0.491 -1.643 -1.773  0.410
H -2.027 -1.685 -1.029  0.468
H -0.345 -1.093 1.913  0.321
H 0.012 -2.201 0.613  0.453
H -1.567 -2.003 1.133  0.535
H -1.859 1.151 1.293  0.414
H -1.785 1.756 -0.313  0.356
H -2.909 0.366 0.087  0.371

The value obtained for the HOMO-LUMO gap is 11.76 eV. The total charge is +1.



--- two ---
Molecular formula: C7H17N2
Method: DFT, ωB97M-V/def2-TZVPD

Last column: Mulliken charge in e.
Geometry (Å):
C 2.073 -0.879 0.839  -1.087
C 1.519 -0.049 0.050  0.595
C 1.962 0.231 -1.320  -1.440
C 0.252 0.603 0.529  0.604
C 0.352 2.097 0.811  -1.311
C -0.981 0.412 -0.459  -0.595
N -2.320 0.783 0.080  -0.577
C -1.068 -1.156 -0.703  -1.176
N -1.594 -1.672 0.609  -0.136
H 1.780 -1.048 1.853  0.313
H 2.909 -1.529 0.562  0.317
H 1.658 1.156 -1.705  0.371
H 3.035 0.069 -1.648  0.406
H 1.486 -0.440 -2.038  0.286
H 0.006 0.038 1.414  0.393
H 1.054 2.698 0.172  0.325
H 0.520 2.381 1.855  0.337
H -0.664 2.588 0.578  0.289
H -0.802 0.856 -1.397  0.563
H -2.495 0.505 1.029  0.156
H -2.643 1.714 -0.229  0.307
H -0.198 -1.564 -1.001  0.649
H -1.899 -1.405 -1.288  0.459
H -0.899 -1.454 1.309  0.262
H -1.754 -2.607 0.465  0.334
H -2.487 -1.080 0.711  0.354

The value obtained for the HOMO-LUMO gap is 9.84 eV. The total charge is +1.



--- three ---
Molecular formula: C7H17N2
Method: DFT, ωB97M-V/def2-TZVPD

Last column: Mulliken charge in e.
Geometry (Å):
C -0.574 0.186 0.335  -0.196
C 0.698 0.042 -0.381  1.352
C 1.922 0.414 0.445  -1.525
C 0.691 0.452 -1.835  -1.365
C -0.574 2.285 1.905  -1.086
C -0.726 0.815 1.695  -1.000
C -0.646 -2.621 -0.806  -0.397
N -1.314 -2.233 -1.964  -0.335
N 0.056 -1.151 0.156  -0.289
H -1.533 0.185 -0.291  0.349
H 2.105 1.429 0.153  0.376
H 2.808 -0.297 0.174  0.308
H 1.745 0.414 1.501  0.449
H -0.248 0.060 -2.409  0.243
H 1.461 0.045 -2.541  0.325
H 0.769 1.522 -1.967  0.384
H -1.121 2.817 1.055  0.305
H 0.506 2.534 1.859  0.256
H -0.904 2.645 2.936  0.357
H -1.685 0.551 1.890  0.524
H -0.174 0.218 2.529  0.345
H 0.394 -2.831 -0.999  0.355
H -1.123 -3.132 -0.025  0.361
H -2.320 -2.015 -1.776  0.253
H -0.873 -1.908 -2.754  0.275
H 0.498 -1.495 1.094  0.376

The value obtained for the HOMO-LUMO gap is 11.51 eV. The total charge is +1.



What are the relative energies? In kJ/mol: one 102.9; two 0.0; three 42.4.



--- one ---
Molecular formula: C3H5N5
Method: DFT, ωB97M-V/def2-TZVPD

Last column: Mulliken charge in e.
Geometry (Å):
N -1.959 0.298 0.302  -0.640
C -1.310 -0.894 0.082  -0.503
C 0.157 -0.343 -0.192  0.521
N 0.232 0.870 -0.570  -0.356
C 1.525 1.183 -0.064  0.007
N 2.511 0.325 0.417  -0.276
N 2.389 -1.034 -0.009  -0.276
N 1.212 -1.365 -0.243  -0.043
H -1.543 1.151 0.884  0.331
H -2.377 0.751 -0.805  0.323
H -1.549 -1.501 -0.703  0.270
H -1.318 -1.683 0.848  0.293
H 2.031 2.243 0.052  0.348

The value obtained for the HOMO-LUMO gap is 8.94 eV.



--- two ---
Molecular formula: C3H5N5
Method: DFT, ωB97M-V/def2-TZVPD

Last column: Mulliken charge in e.
Geometry (Å):
N -2.460 -0.279 0.025  -0.594
C -1.177 0.321 -0.038  0.280
C 0.004 -0.402 -0.043  -0.130
C 1.189 0.312 -0.019  0.351
N 2.449 -0.296 0.047  -0.599
N 1.180 1.663 -0.044  -0.136
N 0.003 2.250 0.039  -0.492
N -1.157 1.643 0.012  -0.116
H -2.461 -0.954 0.801  0.291
H -2.664 -0.893 -0.752  0.282
H 0.067 -1.502 -0.053  0.275
H 2.411 -0.972 0.801  0.294
H 2.617 -0.891 -0.775  0.295

The value obtained for the HOMO-LUMO gap is 9.61 eV.



--- three ---
Molecular formula: C3H5N5
Method: DFT, ωB97M-V/def2-TZVPD

Last column: Mulliken charge in e.
Geometry (Å):
C -0.213 -1.919 0.873  0.049
C -0.157 0.271 -0.256  0.410
C 0.552 2.248 -0.121  -0.181
H -0.097 -1.841 2.797  0.238
H -0.249 -3.144 0.707  0.237
H -0.152 -1.699 -1.312  0.347
H 1.178 2.990 0.306  0.373
H -0.724 1.138 -2.407  0.298
N 0.136 -1.280 1.907  -0.491
N -0.440 -1.064 -0.240  -0.279
N 0.332 1.054 0.502  -0.400
N 0.303 2.234 -1.350  -0.492
N -0.471 1.012 -1.405  -0.110

The value obtained for the HOMO-LUMO gap is 9.54 eV.



What are the relative energies? In kJ/mol: one 351.7; two 0.0; three 181.9.